Record 1
{
  "formula": "C2H11N2O2",
  "method": "ωB97M-V/def2-TZVPD",
  "elements": ["C", "N", "C", "N", "H", "H", "H", "H", "H", "H", "H", "H", "H", "O", "H", "H", "O"],
  "xyz": [[-0.351, 2.129, -1.075], [-0.606, 1.025, 0.003], [-0.844, 1.487, 1.207], [-0.570, 0.699, 2.297], [0.051, 1.599, -2.005], [0.277, 2.900, -0.667], [-1.257, 2.628, -1.507], [-0.412, 0.041, 0.040], [-1.174, 2.515, 1.262], [-0.622, -0.344, 2.394], [-0.426, 0.995, 3.251], [0.583, -2.917, -2.420], [1.398, -3.866, -1.691], [0.606, -3.402, -1.657], [1.659, -1.675, 0.779], [0.792, -2.255, -0.445], [0.896, -1.559, 0.235]],
  "e_above_lowest_kcal_mol": 36.2,
  "e_homo_ev": -14.778,
  "max_force_ev_per_a": 3.72,
  "charge": 1,
  "e_lumo_ev": -3.7,
  "orbital_gap_ev": 11.085,
  "e_tot_ev": -9320.7359,
  "spin_multiplicity": 1
}



Record 2
{
  "formula": "C2H11N2O2",
  "method": "ωB97M-V/def2-TZVPD",
  "elements": ["C", "C", "N", "N", "H", "H", "H", "H", "H", "H", "H", "H", "H", "O", "H", "H", "O"],
  "xyz": [[0.900, 0.062, -0.912], [0.273, 1.230, -0.786], [0.243, 2.272, -1.650], [0.556, -0.997, 0.060], [1.518, -0.245, -1.744], [-0.197, 1.401, 0.177], [0.155, 3.181, -1.218], [0.855, 2.286, -2.452], [1.121, -1.839, 0.016], [-0.407, -1.315, -0.151], [0.502, -0.612, 1.020], [0.603, -0.770, 3.431], [0.918, 0.683, 3.070], [0.427, -0.092, 2.762], [-2.280, -2.409, -0.945], [-3.029, -1.215, -0.273], [-2.160, -1.621, -0.404]],
  "e_above_lowest_kcal_mol": 21.7,
  "e_homo_ev": -12.530,
  "max_force_ev_per_a": 1.04,
  "charge": 1,
  "e_lumo_ev": -2.9,
  "orbital_gap_ev": 9.674,
  "e_tot_ev": -9321.3656,
  "spin_multiplicity": 1
}



Record 3
{
  "formula": "C2H11N2O2",
  "method": "ωB97M-V/def2-TZVPD",
  "elements": ["C", "N", "C", "N", "H", "H", "H", "H", "H", "H", "H", "H", "H", "O", "H", "H", "O"],
  "xyz": [[-0.335, 1.132, -2.050], [1.001, -0.078, 1.215], [0.457, 0.660, 0.212], [0.129, 0.230, -1.005], [-0.966, 0.507, -2.690], [-1.096, 1.718, -1.477], [0.332, 1.770, -2.566], [0.676, -0.961, 1.347], [1.212, 0.493, 2.044], [0.265, 1.696, 0.397], [0.014, -0.708, -1.112], [-2.790, 0.655, 1.628], [-2.201, 1.536, 2.750], [-1.970, 1.083, 1.924], [1.845, -2.409, -1.138], [0.800, -3.633, -0.782], [1.128, -2.643, -0.530]],
  "e_above_lowest_kcal_mol": 30.0,
  "e_homo_ev": -14.893,
  "max_force_ev_per_a": 5.07,
  "charge": 1,
  "e_lumo_ev": -3.5,
  "orbital_gap_ev": 11.369,
  "e_tot_ev": -9321.0043,
  "spin_multiplicity": 1
}



Record 4
{
  "formula": "C2H11N2O2",
  "method": "ωB97M-V/def2-TZVPD",
  "elements": ["C", "N", "C", "N", "H", "H", "H", "H", "H", "H", "H", "H", "H", "O", "H", "H", "O"],
  "xyz": [[-1.022, 0.511, 2.212], [-0.525, -1.577, -0.714], [-0.655, -1.057, 0.488], [-0.859, 0.194, 0.772], [-0.945, 1.577, 2.376], [-0.271, -0.016, 2.799], [-1.963, 0.089, 2.567], [-0.735, -1.012, -1.531], [-0.522, -2.564, -0.896], [-0.491, -1.783, 1.278], [-1.215, 0.836, 0.071], [5.198, 0.183, -0.336], [4.522, 0.488, -1.630], [4.332, 0.310, -0.703], [-2.373, 1.321, -2.052], [-1.065, 1.229, -2.811], [-1.410, 1.271, -1.890]],
  "e_above_lowest_kcal_mol": 14.5,
  "e_homo_ev": -13.937,
  "max_force_ev_per_a": 1.41,
  "charge": 1,
  "e_lumo_ev": -3.2,
  "orbital_gap_ev": 10.716,
  "e_tot_ev": -9321.6778,
  "spin_multiplicity": 1
}



Record 5
{
  "formula": "C2H11N3O",
  "method": "ωB97M-V/def2-TZVPD",
  "elements": ["N", "C", "N", "H", "H", "H", "H", "H", "H", "N", "C", "O", "H", "H", "H", "H", "H"],
  "xyz": [[-1.919, -0.018, 0.107], [-1.612, -0.391, -1.247], [-1.218, 0.765, -2.101], [-2.759, 0.533, 0.208], [-1.123, 0.509, 0.465], [-2.468, -0.872, -1.732], [-0.799, -1.115, -1.205], [-0.693, 0.389, -2.895], [-0.499, 1.263, -1.577], [1.827, -1.167, 1.570], [1.984, 0.088, 0.914], [0.813, 0.911, 0.874], [1.506, -1.072, 2.523], [1.214, -1.804, 1.082], [2.207, -0.068, -0.141], [2.751, 0.667, 1.414], [0.787, 1.381, 1.740]],
  "e_above_lowest_kcal_mol": 0.0,
  "e_homo_ev": [1.069, -5.855],
  "max_force_ev_per_a": 0.98,
  "charge": -1,
  "e_lumo_ev": [4.0, 3.8],
  "orbital_gap_ev": [2.935, 9.660],
  "e_tot_ev": -8768.7840,
  "spin_multiplicity": 2
}



Record 6
{
  "formula": "C2H11N3O",
  "method": "ωB97M-V/def2-TZVPD",
  "elements": ["N", "C", "N", "H", "H", "H", "H", "H", "H", "N", "C", "O", "H", "H", "H", "H", "H"],
  "xyz": [[-4.612, -0.529, 0.943], [-3.262, 0.213, 0.871], [-2.012, -0.582, 0.517], [-4.455, -1.465, 1.335], [-4.883, -0.576, -0.088], [-3.223, 0.798, 1.813], [-3.591, 0.894, 0.104], [-2.170, -1.629, 0.366], [-1.139, -0.142, 0.166], [4.243, -0.590, -1.107], [3.591, 0.748, -1.160], [2.660, 0.748, -0.036], [5.205, -0.539, -0.876], [3.568, -1.153, -0.444], [2.994, 0.864, -2.246], [4.167, 1.566, -0.836], [2.920, 1.373, 0.678]],
  "e_above_lowest_kcal_mol": 49.9,
  "e_homo_ev": -8.760,
  "max_force_ev_per_a": 3.52,
  "smiles": "NCN.NCO",
  "e_lumo_ev": 0.8,
  "orbital_gap_ev": 9.551,
  "e_tot_ev": -8767.6487,
  "spin_multiplicity": 1
}



Record 7
{
  "formula": "C2H11N3P",
  "method": "ωB97M-V/def2-TZVPD",
  "elements": ["N", "C", "N", "P", "C", "N", "H", "H", "H", "H", "H", "H", "H", "H", "H", "H", "H"],
  "xyz": [[0.276, 1.379, 0.350], [0.554, 0.121, -0.340], [0.442, -0.101, -1.661], [2.301, -0.540, 0.179], [-0.577, -0.814, 0.402], [-1.822, -0.015, 0.550], [0.913, 1.491, 1.170], [0.280, 2.275, -0.113], [1.246, -0.035, -2.302], [-0.352, 0.103, -2.217], [1.932, -1.899, -0.040], [2.963, -0.736, -1.031], [-0.112, -1.112, 1.405], [-0.866, -1.685, -0.202], [-2.222, -0.017, 1.452], [-1.250, 0.951, 0.651], [-2.458, -0.027, -0.210]],
  "e_above_lowest_kcal_mol": 29.5,
  "e_homo_ev": -13.310,
  "max_force_ev_per_a": 4.39,
  "charge": 1,
  "smiles": "NC(N)(P)C[NH3+]",
  "e_lumo_ev": -3.2,
  "orbital_gap_ev": 10.097,
  "e_tot_ev": -16003.4191,
  "spin_multiplicity": 1
}



Record 8
{
  "formula": "C2H11N4",
  "method": "ωB97M-V/def2-TZVPD",
  "elements": ["C", "N", "H", "H", "H", "H", "H", "N", "C", "N", "N", "H", "H", "H", "H", "H", "H"],
  "xyz": [[2.541, 0.348, -0.868], [1.425, 1.239, -0.782], [3.390, 0.786, -1.446], [2.273, -0.581, -1.383], [2.903, 0.092, 0.126], [1.644, 2.019, -0.142], [1.199, 1.675, -1.688], [-1.472, 0.507, 1.410], [-1.524, -0.582, 0.648], [-2.542, -1.422, 0.773], [-0.536, -0.861, -0.234], [-2.034, 0.589, 2.247], [-0.654, 1.087, 1.367], [-3.313, -1.133, 1.358], [-2.766, -2.034, 0.001], [-0.746, -1.527, -0.964], [0.213, -0.202, -0.425]],
  "e_above_lowest_kcal_mol": 0.0,
  "e_homo_ev": [-19.188, -19.167],
  "max_force_ev_per_a": 4.24,
  "charge": 2,
  "e_lumo_ev": [-7.4, -13.7],
  "orbital_gap_ev": [11.830, 5.461],
  "e_tot_ev": -8194.1377,
  "spin_multiplicity": 2
}



Record 9
{
  "formula": "C2H11N5",
  "method": "ωB97M-V/def2-TZVPD",
  "elements": ["C", "C", "N", "N", "N", "N", "N", "H", "H", "H", "H", "H", "H", "H", "H", "H", "H", "H"],
  "xyz": [[0.602, -0.308, -0.225], [-0.517, 0.585, 0.145], [1.184, -0.061, -1.451], [1.297, 0.819, 1.220], [0.506, -1.598, 0.218], [-1.226, 0.213, 1.336], [-1.634, 0.172, -1.220], [-0.407, 1.621, -0.160], [-0.057, -1.696, 1.054], [0.462, 0.145, -2.141], [1.846, -0.758, -1.767], [1.995, 0.160, 1.559], [1.790, 1.538, 0.695], [1.289, -2.220, 0.095], [-2.213, 0.404, 1.221], [-0.837, 0.726, 2.119], [-2.061, 1.023, -1.578], [-2.018, -0.766, -1.122]],
  "e_above_lowest_kcal_mol": 72.5,
  "e_homo_ev": -8.130,
  "max_force_ev_per_a": 6.02,
  "e_lumo_ev": 1.0,
  "orbital_gap_ev": 9.142,
  "e_tot_ev": -9700.2722,
  "spin_multiplicity": 1
}



Record 10
{
  "formula": "C2H11N5O",
  "method": "ωB97M-V/def2-TZVPD",
  "elements": ["H", "N", "C", "N", "O", "C", "H", "H", "H", "H", "H", "N", "N", "N", "H", "H", "H", "H", "H"],
  "xyz": [[0.223, -1.731, 1.130], [-0.252, -1.833, 0.237], [0.019, -0.876, -0.567], [-0.444, -0.880, -1.850], [1.418, -0.222, -0.618], [2.439, -0.600, 0.288], [-1.245, -1.488, -1.960], [-0.077, -0.099, -2.379], [2.350, -0.045, 1.230], [2.433, -1.680, 0.487], [3.410, -0.349, -0.158], [-1.274, 0.810, 1.539], [-0.748, 1.257, 0.318], [-1.704, 1.812, -0.541], [-1.681, -0.120, 1.399], [-0.504, 0.661, 2.193], [0.269, 1.307, 0.136], [-2.032, 2.755, -0.322], [-2.600, 1.320, -0.561]],
  "e_above_lowest_kcal_mol": 32.3,
  "e_homo_ev": -7.981,
  "max_force_ev_per_a": 4.81,
  "smiles": "[H]/N=C(/N)OC.NNN",
  "e_lumo_ev": 0.9,
  "orbital_gap_ev": 8.905,
  "e_tot_ev": -11746.7004,
  "spin_multiplicity": 1
}



Record 11
{
  "formula": "C2H11N6Pt",
  "method": "ωB97M-V/def2-TZVPD",
  "elements": ["C", "Pt", "N", "H", "H", "H", "H", "H", "H", "H", "H", "N", "N", "N", "C", "N", "N", "H", "H", "H"],
  "xyz": [[-3.135, -1.320, -2.738], [0.773, -1.158, -0.413], [0.868, 0.008, -2.057], [-0.701, -1.553, 0.003], [-3.756, -0.510, -2.451], [-3.606, -2.295, -2.617], [-2.249, -1.290, -2.073], [-2.816, -1.223, -3.777], [1.829, 0.153, -2.379], [0.497, 0.928, -1.827], [0.329, -0.320, -2.856], [1.336, 0.725, 4.254], [1.052, 1.024, 2.944], [1.999, 1.720, 2.215], [1.768, 1.269, 0.996], [0.881, 0.218, 0.985], [0.412, 0.072, 2.241], [0.515, 0.367, 4.716], [1.775, 1.506, 4.718], [2.228, 1.680, 0.116]],
  "e_above_lowest_kcal_mol": 0.0,
  "e_homo_ev": [-10.697, -13.825],
  "max_force_ev_per_a": 4.16,
  "charge": 1,
  "e_lumo_ev": [-3.6, -7.3],
  "orbital_gap_ev": [7.108, 6.534],
  "e_tot_ev": -14424.7191,
  "spin_multiplicity": 5
}



Record 12
{
  "formula": "C2H11N8",
  "method": "ωB97M-V/def2-TZVPD",
  "elements": ["C", "C", "N", "N", "N", "N", "N", "N", "N", "N", "H", "H", "H", "H", "H", "H", "H", "H", "H", "H", "H"],
  "xyz": [[2.409, 0.899, 0.287], [-2.498, -0.140, 0.478], [2.443, 2.119, 0.330], [0.514, -1.907, -0.591], [1.554, -1.226, -0.301], [3.489, 0.173, 0.347], [-3.746, 0.353, 0.320], [-1.938, -0.854, -0.430], [1.310, 0.015, 0.043], [0.074, 0.586, -0.007], [-2.000, 0.238, 1.441], [1.617, 2.640, 0.656], [0.632, -2.903, -0.939], [4.358, 0.685, 0.363], [3.666, -0.642, -0.210], [-4.182, 0.848, 1.124], [-4.276, 0.041, -0.585], [-2.582, -1.171, -1.129], [-0.642, 0.145, -0.653], [0.248, 1.571, 0.053], [-0.449, -1.470, -0.596]],
  "e_above_lowest_kcal_mol": 1.7,
  "e_homo_ev": -13.240,
  "max_force_ev_per_a": 4.55,
  "charge": 1,
  "e_lumo_ev": -3.9,
  "orbital_gap_ev": 9.386,
  "e_tot_ev": -14163.5227,
  "spin_multiplicity": 1
}



Record 13
{
  "formula": "C2H11NO2",
  "method": "ωB97M-V/def2-TZVPD",
  "elements": ["C", "N", "C", "H", "H", "H", "H", "H", "H", "H", "H", "H", "O", "H", "H", "O"],
  "xyz": [[1.115, 2.272, -0.732], [0.226, 1.086, -0.696], [-1.006, 1.179, -0.039], [1.980, 2.171, -1.470], [1.649, 2.389, 0.274], [0.522, 3.196, -0.831], [-0.116, 1.141, -1.646], [-0.854, 1.160, 0.989], [-1.705, 2.051, -0.410], [-1.699, 0.358, -0.366], [-0.532, 1.140, 3.379], [0.137, -0.153, 3.007], [-0.786, 0.284, 3.106], [-0.302, -4.845, -1.588], [0.192, -3.605, -2.233], [0.598, -4.448, -1.807]],
  "e_above_lowest_kcal_mol": 35.2,
  "e_homo_ev": [1.166, -5.485],
  "max_force_ev_per_a": 3.67,
  "charge": -1,
  "e_lumo_ev": [3.5, 3.8],
  "orbital_gap_ev": [2.318, 9.293],
  "e_tot_ev": -7834.7168,
  "spin_multiplicity": 2
}